No. 1
ORCA calculation (the ωB97M-V functional and the def2-TZVPD basis) on the molecule C9H15NSi2.

## Properties
SMILES: C[C@@H](Cc1ccccc1)N1[SiH2][SiH2]1
Gap between HOMO and LUMO, eV: 8.888
ΔE to the lowest compared entry with this formula, charge and spin, kcal/mol: 4.9
Total energy, eV: -26818.9791
Net charge: 0

Geometry (Å):
1 C -0.1722 2.9784 0.1986
2 C -0.6238 2.8927 1.5015
3 C 0.6476 1.9838 -0.3032
4 C -0.5340 1.6406 2.0829
5 C 0.8226 0.7851 0.3627
6 C 0.2089 0.6279 1.5749
7 C 1.7396 -0.3039 -0.1815
8 C 0.8552 -1.2729 -1.0283
9 C 0.3138 -0.6172 -2.2667
10 N -0.2609 -1.7086 -0.2539
11 Si -0.6718 -2.8365 0.9851
12 Si -2.1039 -1.7347 -0.2357
13 H -0.1258 3.8935 -0.3768
14 H -1.3812 3.5754 1.8520
15 H 1.1052 1.9498 -1.3009
16 H -1.0140 1.5897 3.0003
17 H 2.3782 0.1585 -0.8716
18 H 2.2168 -0.8578 0.6350
19 H 1.4062 -2.1606 -1.2860
20 H -0.2048 -1.2894 -3.0511
21 H 0.9455 0.1236 -2.7270
22 H -0.6617 -0.1039 -1.9038
23 H -0.4658 -2.2971 2.4856
24 H 0.4742 -0.1299 2.2950
25 H -0.1385 -4.0876 0.6508
26 H -2.1966 -2.4694 -1.6650
27 H -2.5588 -0.3293 -0.1728


No. 2
ORCA calculation (the ωB97M-V functional and the def2-TZVPD basis) on a structure of composition C9H16N2PSTm.

## Properties
Multiplicity: 3
Gap between HOMO and LUMO (spin up / spin down), eV: 3.830 / 3.749
Total energy, eV: -62220.0809
Net charge: 0

Geometry (Å):
1 C -0.2578 0.2508 -4.0804
2 C -1.0657 1.3691 -3.6977
3 C -0.1947 2.4426 -3.3405
4 C 1.1392 2.0671 -3.6918
5 C 1.1223 0.6997 -4.1094
6 Tm 0.8165 -0.8977 0.3353
7 P 0.3545 -3.1146 -1.4202
8 H -0.6130 -0.7603 -4.2673
9 H -2.1406 1.3672 -3.5639
10 H -0.4877 3.3711 -2.8495
11 H 1.9952 0.1229 -4.4163
12 H 2.0023 2.7143 -3.7132
13 H 1.3458 -3.3807 -2.4370
14 H -0.8147 -3.0812 -2.2652
15 H 0.2692 -4.4533 -0.8419
16 S -1.5018 -0.1737 -0.0700
17 C -0.8628 -0.0174 1.5140
18 N -0.5104 1.1765 2.0251
19 C -0.2698 1.3646 3.4627
20 C 0.5663 0.2126 3.9931
21 C 0.0177 -1.1465 3.6433
22 N -0.2897 -1.1588 2.1655
23 H -0.9196 1.9665 1.5274
24 H -1.2300 1.4655 3.9960
25 H 0.2767 2.3039 3.5718
26 H 0.6109 0.3236 5.0804
27 H 1.5979 0.2968 3.6303
28 H -0.8931 -1.3921 4.1879
29 H 0.7502 -1.9459 3.7969
30 H -0.8132 -1.9929 1.8347


No. 3
ORCA calculation (the ωB97M-V functional and the def2-TZVPD basis) on a structure of composition C13H17IMnN2O3S.

## Properties
Multiplicity: 6
Gap between HOMO and LUMO (spin up / spin down), eV: 6.827 / 4.899
ΔE to the lowest compared entry with this formula, charge and spin, kcal/mol: 135.5
Total energy, eV: -73132.3819
Net charge: 0

Geometry (Å):
1 C -3.5272 0.0186 0.0329
2 C -1.7204 2.6081 -0.5895
3 H -3.7771 -1.0251 -0.2047
4 H -4.1677 0.7665 -0.4640
5 H -3.4844 0.2722 1.1112
6 H -1.2162 3.1071 -1.4128
7 H -2.8089 2.7355 -0.5792
8 H -1.3357 2.9730 0.3605
9 C -0.6496 -2.6311 -0.8486
10 C 0.2255 -3.7193 -0.9353
11 C 1.5735 -3.4706 -1.1823
12 C 1.9948 -2.1488 -1.2950
13 H -1.7162 -2.7731 -0.6588
14 H -0.1574 -4.7378 -0.8225
15 H 2.3123 -4.2683 -1.2813
16 H 3.0382 -1.9015 -1.4596
17 N -0.2446 -1.3729 -0.9866
18 C 1.0595 -1.0991 -1.1423
19 C 1.5048 0.3054 -1.0254
20 N 0.5975 1.2365 -0.6381
21 C 1.0476 2.4489 -0.3337
22 C 3.3073 1.9569 -0.8965
23 C 2.3658 2.8702 -0.4370
24 H 0.3504 3.2077 -0.0111
25 H 2.5800 3.8972 -0.1572
26 C 2.8603 0.6674 -1.1966
27 H 3.5719 -0.0749 -1.5497
28 H 4.3515 2.2382 -1.0100
29 Mn -1.8025 0.6769 -0.5549
30 I -2.4029 0.2650 -2.9445
31 C -0.7321 -0.6630 3.7063
32 S -0.1583 -0.0853 2.1118
33 O -1.3242 -0.5532 1.2999
34 O -0.0440 1.3799 2.2267
35 O 1.0799 -0.7745 1.8101
36 H -0.0448 -0.2840 4.4687
37 H -0.7516 -1.7584 3.6427
38 H -1.7552 -0.2900 3.8462